(1)
A molecular structure, C37H44GdN5O2P2Se in a non-equilibrium geometry, computed with the ωB97M-V functional and the def2-TZVPD basis.

Structure (XYZ):
```
92
Properties=species:S:1:pos:R:3:lowdin_spin:R:1
Gd 0.22 -2.15 -1.77 7.595
C 3.16 -2.29 -3.82 0.007
O 2.50 -1.86 -2.57 0.037
C 3.40 -1.36 -1.64 -0.002
C 4.66 -0.91 -2.01 0.003
C 5.55 -0.45 -1.00 -0.016
C 5.19 -0.46 0.36 0.002
C 3.94 -0.97 0.69 -0.013
C 3.01 -1.42 -0.26 0.007
N 1.80 -1.95 0.09 -0.050
N 1.78 -2.43 1.37 0.023
C 0.99 -3.45 1.60 0.015
C 0.45 -4.30 0.54 0.036
O 0.54 -3.91 -0.72 0.043
C -0.20 -5.52 0.90 -0.004
C -0.31 -5.96 2.20 0.024
C 0.41 -5.25 3.23 0.002
C 0.58 -5.81 4.54 0.004
C 1.08 -5.07 5.58 0.000
C 1.32 -3.69 5.35 0.004
C 1.26 -3.12 4.08 0.001
C 0.92 -3.93 3.01 0.005
H 4.11 -2.82 -3.52 0.001
H 3.41 -1.42 -4.45 0.001
H 2.46 -3.01 -4.29 0.003
H 4.92 -0.94 -3.06 0.001
H 6.59 -0.22 -1.24 -0.001
H 5.79 -0.03 1.21 0.000
H 3.64 -1.09 1.73 -0.001
H -0.56 -6.10 0.05 -0.001
H -0.85 -6.90 2.40 0.001
H 0.25 -6.83 4.65 0.000
H 1.16 -5.51 6.60 0.000
H 1.56 -3.08 6.22 0.000
H 1.41 -2.06 3.85 0.000
C 1.73 1.66 -1.39 0.009
P -0.09 1.42 -1.92 0.019
C -0.89 2.60 -0.76 -0.073
N -0.71 3.89 -1.03 -0.259
C -1.45 4.75 -0.26 -0.046
C -1.50 6.10 -0.57 -0.038
C -2.08 7.01 0.31 -0.074
C -2.72 6.54 1.46 -0.040
C -2.71 5.23 1.82 -0.056
C -2.08 4.27 0.96 -0.025
N -2.11 2.99 1.32 -0.224
C -1.50 2.14 0.47 -0.060
P -1.27 0.44 1.12 0.004
C 0.10 0.66 2.28 -0.005
C -2.78 0.09 2.19 -0.002
C -2.68 -1.47 2.45 0.000
C -4.10 0.39 1.43 -0.001
C -2.65 0.85 3.49 0.001
C -0.27 2.21 -3.63 -0.002
C -1.69 2.84 -3.75 0.000
C -0.04 1.13 -4.71 0.003
C 0.76 3.33 -3.86 0.001
H 1.89 2.69 -1.01 0.003
H 2.34 1.42 -2.28 -0.001
H 2.03 0.99 -0.58 0.001
H -1.03 6.46 -1.49 0.001
H -2.16 8.10 0.04 -0.004
H -3.13 7.28 2.16 -0.001
H -3.23 4.84 2.66 -0.002
H 0.10 1.69 2.70 0.000
H 1.06 0.52 1.78 0.000
H 0.02 -0.06 3.08 -0.001
H -2.71 -1.93 1.43 0.000
H -3.57 -1.75 3.01 0.000
H -1.78 -1.82 2.96 0.000
H -4.24 -0.20 0.49 0.000
H -4.24 1.44 1.20 0.000
H -4.93 0.10 2.16 0.000
H -1.88 0.48 4.13 0.000
H -3.63 0.81 4.03 0.000
H -2.50 1.95 3.31 0.000
H -2.49 2.14 -3.43 0.000
H -1.83 3.09 -4.81 0.000
H -1.73 3.80 -3.19 0.000
H -0.62 0.20 -4.52 0.001
H 1.02 0.87 -4.78 0.001
H -0.41 1.50 -5.67 0.000
H 0.66 4.12 -3.09 0.000
H 0.58 3.73 -4.88 0.000
H 1.78 2.99 -3.85 0.000
Se -0.68 -2.51 -4.83 0.020
C -1.55 -3.13 -3.44 0.026
N -1.99 -3.40 -2.33 0.003
C -1.44 0.35 -2.07 0.048
H -1.54 -0.01 -3.11 0.001
H -2.35 0.87 -1.79 0.000
H -1.24 -0.43 -1.31 0.040
```

Values from the calculation:
calculated total energy = -5710.21108 a.u.
HOMO energy (spin up / spin down) = -0.2247 / -0.1783 Ha
relative energy (zero: lowest compared OMol25 entry of this formula, charge and spin) = 0.00 kJ/mol
HOMO-LUMO gap (spin up / spin down) = 4.52 / 3.31 eV
2S+1 = 8
⟨S²⟩ = 16.83
LUMO (spin up / spin down) = -1.6 / -1.5 eV

=====

(2)
A molecular structure, C37H45AsN8OSTi, computed with the ωB97M-V functional and the def2-TZVPD basis.

Structure (XYZ):
```
94
Properties=species:S:1:pos:R:3:lowdin_charge:R:1
Ti -0.62 1.33 0.20 1.046
C 3.29 1.68 4.20 -0.100
C 2.04 2.27 4.34 -0.076
C 0.96 1.83 3.58 -0.019
C 1.12 0.80 2.65 -0.297
C 2.37 0.20 2.53 -0.054
C 3.45 0.63 3.29 -0.084
N 0.03 0.39 1.85 -0.051
C -0.81 -0.58 2.38 -0.258
C -0.52 -1.48 3.40 -0.032
C -1.47 -2.43 3.77 -0.127
C -2.68 -2.50 3.11 -0.115
C -2.99 -1.60 2.09 -0.038
C -2.06 -0.63 1.75 -0.241
N -2.19 0.37 0.81 -0.138
N -3.43 0.50 0.23 0.079
C -3.48 1.64 -0.40 -0.401
C -4.72 2.15 -0.92 -0.043
C -4.79 3.41 -1.39 -0.107
C -3.61 4.23 -1.40 -0.104
C -2.45 3.69 -0.94 -0.193
N -2.33 2.40 -0.50 -0.036
H 4.13 2.03 4.79 0.096
H 1.90 3.08 5.04 0.102
H -0.01 2.29 3.68 0.117
H 2.48 -0.62 1.83 0.085
H 4.42 0.16 3.19 0.100
H 0.44 -1.43 3.92 0.107
H -1.25 -3.12 4.57 0.093
H -3.41 -3.25 3.39 0.092
H -3.95 -1.62 1.59 0.098
H -5.59 1.50 -0.86 0.109
H -5.73 3.81 -1.75 0.100
H -3.64 5.25 -1.74 0.093
H -1.55 4.28 -0.91 0.100
C 2.44 0.48 -0.69 -0.169
N 1.52 1.55 -0.34 -0.048
C 2.00 2.66 0.10 -0.084
C 1.13 3.61 0.70 -0.333
C 1.34 4.90 1.18 -0.035
C 0.12 5.29 1.77 -0.081
C -0.75 4.22 1.62 -0.163
N -0.16 3.20 0.97 -0.067
C 2.70 0.29 -2.17 -0.207
C 3.03 1.35 -3.00 -0.063
C 3.37 1.13 -4.33 -0.091
C 3.40 -0.16 -4.83 -0.103
C 3.07 -1.23 -4.01 -0.089
C 2.72 -1.01 -2.68 -0.046
H 2.02 -0.45 -0.30 0.065
H 3.39 0.65 -0.18 0.128
H 3.07 2.86 0.09 0.145
H 2.25 5.47 1.13 0.102
H -0.10 6.22 2.26 0.090
H -1.78 4.13 1.94 0.119
H 3.03 2.36 -2.60 0.109
H 3.62 1.97 -4.97 0.104
H 3.67 -0.34 -5.87 0.103
H 3.09 -2.24 -4.40 0.109
H 2.44 -1.84 -2.04 0.077
C -2.81 1.35 -3.53 -0.175
As -0.97 1.16 -3.08 1.075
C -0.09 2.87 -3.18 -0.168
C -0.19 0.07 -4.43 -0.172
O -0.76 0.39 -1.60 -0.552
H -2.90 1.28 -4.62 0.046
H -3.20 2.31 -3.18 0.019
H -3.36 0.54 -3.05 0.057
H -0.72 3.55 -3.76 0.051
H 0.87 2.74 -3.66 0.021
H 0.05 3.30 -2.19 0.020
H -0.30 0.56 -5.40 0.053
H -0.71 -0.89 -4.45 0.057
H 0.86 -0.09 -4.21 -0.001
C 2.26 -3.64 1.47 -0.095
N 1.03 -4.40 1.41 -0.210
C 0.67 -5.02 2.68 -0.065
C 0.06 -4.02 0.51 -0.756
S 0.15 -2.64 -0.42 0.738
N -0.98 -4.90 0.39 -0.217
C -2.14 -4.54 -0.40 -0.103
C -0.78 -6.34 0.54 -0.063
H 3.00 -4.24 2.01 0.090
H 2.11 -2.70 2.01 0.066
H 2.62 -3.42 0.48 0.062
H 0.84 -4.30 3.49 0.083
H 1.29 -5.90 2.86 0.092
H -0.38 -5.29 2.70 0.078
H -2.42 -3.51 -0.21 0.055
H -2.96 -5.20 -0.11 0.089
H -1.95 -4.66 -1.47 0.084
H 0.25 -6.55 0.81 0.080
H -0.99 -6.83 -0.42 0.092
H -1.44 -6.76 1.30 0.092
```

Values from the calculation:
calculated total energy = -5433.73257 a.u.
HOMO energy = -0.2220 Ha
relative energy (zero: lowest compared OMol25 entry of this formula, charge and spin) = 9.40 kJ/mol
HOMO-LUMO gap = 6.20 eV
2S+1 = 1
LUMO = 0.2 eV

=====

(3)
A molecular structure, C37H45BN10O3SV, computed with the ωB97M-V functional and the def2-TZVPD basis.

Structure (XYZ):
```
98
Properties=species:S:1:pos:R:3:lowdin_spin:R:1
V -0.18 -0.10 0.31 1.955
C -2.91 1.93 -1.10 0.001
C -2.18 2.34 0.14 0.006
C -2.37 3.50 0.88 0.003
C -1.35 3.51 1.82 0.011
N -0.61 2.41 1.66 0.007
N -1.14 1.67 0.65 -0.007
B 0.86 2.14 2.13 0.002
N 0.91 0.77 2.85 0.008
C 1.20 0.42 4.11 0.001
C 1.31 -0.96 4.17 0.001
C 1.08 -1.41 2.88 -0.001
C 1.07 -2.81 2.39 0.009
N 0.85 -0.36 2.08 -0.012
N 1.73 1.97 0.82 0.004
C 2.89 2.56 0.52 0.003
C 3.34 2.08 -0.70 0.000
C 2.38 1.16 -1.10 0.005
C 2.36 0.32 -2.34 0.029
N 1.42 1.09 -0.17 -0.007
N 1.37 3.32 2.91 0.000
C 1.49 4.60 2.45 0.000
C 1.92 5.37 3.49 0.000
C 2.04 4.48 4.58 0.000
C 2.48 4.79 5.97 0.000
N 1.70 3.26 4.22 0.000
H -3.77 1.30 -0.90 0.000
H -2.26 1.40 -1.79 0.000
H -3.27 2.83 -1.60 0.000
H -3.12 4.26 0.73 0.000
H -1.10 4.24 2.58 0.001
H 1.33 1.19 4.85 0.000
H 1.55 -1.55 5.04 0.000
H 0.33 -3.40 2.93 0.000
H 2.04 -3.28 2.56 0.000
H 0.85 -2.87 1.33 0.010
H 3.33 3.28 1.19 0.000
H 4.23 2.37 -1.23 0.000
H 2.86 0.84 -3.15 0.003
H 1.33 0.14 -2.67 0.009
H 2.88 -0.62 -2.19 0.009
H 1.26 4.86 1.43 0.000
H 2.13 6.43 3.47 0.000
H 2.62 5.86 6.10 0.000
H 3.43 4.30 6.20 0.000
H 1.74 4.45 6.70 0.000
C -6.69 -4.94 -0.58 0.000
C -5.56 -4.00 -0.26 0.000
C -4.27 -4.50 -0.07 0.005
C -3.22 -3.66 0.26 0.004
C -1.86 -4.24 0.55 0.016
C -3.47 -2.28 0.37 0.005
C -4.75 -1.77 0.24 -0.001
C -5.06 -0.32 0.52 0.000
C -5.78 -2.64 -0.09 0.007
C -2.30 -1.38 0.49 0.014
O -1.59 -1.19 1.50 -0.003
O -1.87 -0.78 -0.59 -0.002
H -6.39 -5.69 -1.32 0.000
H -7.55 -4.40 -0.98 0.000
H -7.01 -5.47 0.31 0.000
H -4.10 -5.56 -0.16 0.000
H -1.84 -5.31 0.35 0.000
H -1.58 -4.08 1.59 0.001
H -1.07 -3.78 -0.05 0.014
H -4.16 0.27 0.71 0.000
H -5.68 -0.26 1.42 0.000
H -5.62 0.14 -0.29 0.000
H -6.79 -2.25 -0.19 0.000
C -3.24 -2.52 -6.06 0.001
C -2.20 -2.14 -5.01 0.006
C -2.49 -2.85 -3.69 0.006
N -1.46 -2.57 -2.68 0.059
C -0.25 -3.07 -2.59 0.058
S 0.84 -2.41 -1.34 0.733
N 0.28 -4.04 -3.31 0.020
C -0.28 -4.85 -4.44 0.000
O 0.20 -4.68 -5.51 0.002
C -1.24 -5.90 -4.04 0.000
C -1.87 -6.60 -5.07 0.000
C -2.78 -7.59 -4.75 0.000
C -3.05 -7.89 -3.42 0.000
C -2.41 -7.20 -2.40 0.000
C -1.50 -6.20 -2.71 0.000
H -3.06 -2.00 -6.99 0.000
H -4.25 -2.27 -5.72 0.000
H -3.21 -3.60 -6.27 0.000
H -2.21 -1.06 -4.84 0.000
H -1.20 -2.40 -5.37 0.000
H -2.59 -3.93 -3.82 0.002
H -3.42 -2.50 -3.25 0.000
H -1.69 -1.85 -1.98 0.000
H 1.28 -4.16 -3.22 -0.001
H -1.64 -6.36 -6.10 0.000
H -3.28 -8.14 -5.54 0.000
H -3.75 -8.67 -3.18 0.000
H -2.60 -7.46 -1.37 0.000
H -0.99 -5.68 -1.91 0.000
```

Values from the calculation:
total charge = +2
calculated total energy = -3576.94850 a.u.
HOMO energy (spin up / spin down) = -0.4867 / -0.4867 Ha
relative energy (zero: lowest compared OMol25 entry of this formula, charge and spin) = 0.00 kJ/mol
HOMO-LUMO gap (spin up / spin down) = 6.82 / 3.59 eV
2S+1 = 4
⟨S²⟩ = 3.77
LUMO (spin up / spin down) = -6.4 / -9.7 eV

=====

(4)
A molecular structure, C37H45F3N2O5SSiY, computed with the ωB97M-V functional and the def2-TZVPD basis.

Structure (XYZ):
```
95
Properties=species:S:1:pos:R:3:lowdin_charge:R:1
Y 0.38 -1.49 0.74 1.279
O -0.41 -1.79 2.81 -0.209
C -1.47 -1.40 3.42 -0.366
C -1.40 -0.81 4.72 -0.009
C -2.53 -0.43 5.39 -0.098
C -3.81 -0.63 4.86 -0.119
C -3.92 -1.20 3.61 -0.076
C -2.78 -1.56 2.87 -0.180
C -2.95 -2.13 1.56 -0.105
N -2.05 -2.16 0.65 -0.047
C -2.30 -3.02 -0.49 -0.231
C -1.47 -4.28 -0.26 -0.202
N -0.08 -3.92 0.05 -0.012
C 0.76 -4.87 -0.12 -0.099
C 2.18 -4.84 0.08 -0.143
C 2.88 -6.05 -0.06 -0.069
C 4.25 -6.11 0.11 -0.124
C 4.94 -4.93 0.41 -0.103
C 4.29 -3.73 0.54 -0.012
C 2.88 -3.64 0.39 -0.352
O 2.28 -2.51 0.49 -0.227
H -0.41 -0.67 5.13 0.114
H -2.42 0.03 6.37 0.097
H -4.69 -0.33 5.41 0.087
H -4.89 -1.37 3.17 0.107
H -3.93 -2.59 1.36 0.130
H -1.97 -2.52 -1.40 0.081
H -3.36 -3.28 -0.58 0.113
H -1.52 -4.93 -1.14 0.114
H -1.89 -4.82 0.60 0.121
H 0.38 -5.84 -0.47 0.122
H 2.32 -6.95 -0.30 0.102
H 4.78 -7.05 0.00 0.086
H 6.02 -4.96 0.54 0.096
H 4.82 -2.82 0.77 0.112
C -1.69 3.08 -0.24 -0.027
C -1.87 1.64 0.24 -0.596
C -2.83 1.61 1.42 -0.008
C -2.42 0.82 -0.92 -0.034
O -0.61 1.03 0.64 -0.238
Si 0.64 1.84 1.45 -0.177
S 2.00 0.42 1.96 0.364
O 1.23 3.07 0.51 -0.171
C 2.19 3.07 -0.55 -0.648
C 2.04 1.86 -1.45 -0.042
C 1.94 4.35 -1.33 -0.035
C 3.59 3.11 0.07 -0.045
O -0.15 2.65 2.65 -0.158
C 0.33 3.65 3.54 -0.647
C 1.82 3.48 3.84 -0.049
C 0.07 5.02 2.91 -0.030
C -0.48 3.49 4.82 -0.031
H -2.66 3.47 -0.56 0.090
H -1.01 3.13 -1.09 0.076
H -1.31 3.72 0.55 0.070
H -3.80 2.02 1.13 0.091
H -2.43 2.21 2.24 0.079
H -2.97 0.59 1.78 0.065
H -3.38 1.23 -1.24 0.090
H -2.56 -0.22 -0.63 0.056
H -1.72 0.84 -1.76 0.067
H 1.02 1.77 -1.84 0.078
H 2.28 0.94 -0.92 0.053
H 2.72 1.94 -2.31 0.090
H 0.94 4.33 -1.78 0.075
H 2.67 4.46 -2.13 0.082
H 2.00 5.22 -0.67 0.081
H 3.75 2.22 0.67 0.045
H 3.70 3.99 0.70 0.081
H 4.36 3.15 -0.71 0.083
H 2.41 3.59 2.93 0.068
H 2.02 2.49 4.26 0.072
H 2.14 4.24 4.55 0.086
H 0.61 5.10 1.96 0.075
H 0.39 5.82 3.57 0.082
H -1.00 5.13 2.71 0.084
H -0.30 2.50 5.24 0.082
H -1.54 3.58 4.60 0.083
H -0.20 4.25 5.56 0.081
F 0.39 -1.50 -9.27 0.123
C -0.58 -0.87 -8.57 -0.578
F -0.60 0.41 -9.00 0.123
F -1.76 -1.41 -8.99 0.122
C -0.40 -0.98 -7.10 -0.147
C -1.39 -0.47 -6.26 -0.021
C -1.24 -0.53 -4.89 -0.020
C -0.09 -1.12 -4.32 -0.252
C 0.89 -1.63 -5.18 -0.020
C 0.74 -1.56 -6.55 -0.018
C 0.05 -1.18 -2.91 -0.166
C 0.15 -1.23 -1.69 -0.077
H -2.28 -0.01 -6.69 0.120
H -2.00 -0.14 -4.24 0.109
H 1.77 -2.07 -4.75 0.117
H 1.51 -1.96 -7.20 0.114
```

Values from the calculation:
total charge = -1
calculated total energy = -2948.68739 a.u.
HOMO energy = -0.1927 Ha
relative energy (zero: lowest compared OMol25 entry of this formula, charge and spin) = 0.00 kJ/mol
HOMO-LUMO gap = 7.76 eV
2S+1 = 1
LUMO = 2.5 eV

=====

(5)
6 unconnected molecules or ions with the total composition C37H46BBrO4Si in a non-equilibrium geometry, computed with the ωB97M-V functional and the def2-TZVPD basis.

Structure (XYZ):
```
90
Properties=species:S:1:pos:R:3:lowdin_charge:R:1
C 1.64 2.45 -2.51 -0.054
C 1.39 0.95 -2.40 -0.228
O 0.77 0.59 -1.16 -0.019
B 1.62 0.29 -0.12 -0.739
O 2.12 -0.99 0.00 0.124
Si 2.00 1.70 1.26 0.372
Br -0.01 2.56 1.85 0.470
C 2.78 1.05 2.83 -0.318
C 3.44 2.14 3.72 -0.255
C 4.95 2.13 3.57 -0.164
C 5.43 2.78 2.27 -0.157
O 6.19 1.83 1.47 -0.027
C 5.43 1.30 0.49 -0.344
O 5.20 0.11 0.37 0.079
H 2.62 2.72 -2.14 0.064
H 1.53 2.76 -3.55 0.069
H 0.91 2.99 -1.92 0.084
H 2.30 0.39 -2.58 0.123
H 0.70 0.67 -3.18 0.102
H 3.07 -1.06 -0.11 0.086
H 2.81 2.78 0.63 -0.023
H 3.46 0.23 2.63 0.076
H 1.95 0.63 3.39 0.066
H 3.01 3.12 3.51 0.100
H 3.20 1.93 4.76 0.103
H 5.27 1.09 3.55 0.119
H 5.43 2.62 4.40 0.111
H 4.61 3.15 1.66 0.079
H 6.10 3.60 2.48 0.123
H 5.03 2.01 -0.24 0.143
C -0.51 2.89 5.60 -0.104
C -0.12 1.85 6.44 -0.096
C -0.40 1.91 7.80 -0.098
C -1.07 3.00 8.32 -0.100
C -1.46 4.04 7.49 -0.098
C -1.19 3.98 6.13 -0.093
H -0.30 2.84 4.54 0.009
H 0.41 1.00 6.03 0.097
H -0.09 1.10 8.45 0.099
H -1.29 3.05 9.38 0.099
H -1.98 4.90 7.90 0.099
H -1.49 4.79 5.48 0.101
C -5.26 2.85 0.89 -0.095
C -5.78 2.54 -0.36 -0.098
C -4.98 1.92 -1.30 -0.095
C -3.66 1.61 -1.00 -0.105
C -3.14 1.93 0.25 -0.128
C -3.94 2.55 1.20 -0.090
H -5.89 3.33 1.64 0.099
H -6.81 2.78 -0.59 0.099
H -5.38 1.67 -2.28 0.100
H -3.03 1.13 -1.74 0.100
H -2.11 1.69 0.48 0.010
H -3.54 2.79 2.17 0.097
C -3.67 -2.97 0.69 -0.093
C -3.21 -1.71 0.34 -0.082
C -1.87 -1.53 0.02 -0.076
C -1.00 -2.61 0.05 -0.080
C -1.46 -3.87 0.41 -0.106
C -2.80 -4.05 0.73 -0.098
H -4.72 -3.11 0.93 0.100
H -3.89 -0.87 0.31 0.090
H -1.51 -0.55 -0.26 0.080
H 0.05 -2.46 -0.19 0.089
H -0.78 -4.70 0.44 0.094
H -3.16 -5.03 1.00 0.100
C -0.47 0.35 -8.25 -0.097
C -1.03 -0.58 -7.39 -0.095
C -1.31 -0.22 -6.08 -0.093
C -1.03 1.06 -5.63 -0.107
C -0.46 1.99 -6.50 -0.099
C -0.18 1.63 -7.81 -0.098
H -0.25 0.07 -9.28 0.100
H -1.25 -1.58 -7.73 0.101
H -1.75 -0.94 -5.40 0.102
H -1.25 1.34 -4.61 0.093
H -0.24 2.99 -6.15 0.098
H 0.26 2.35 -8.48 0.100
C 1.52 -6.29 -2.43 -0.093
C 1.67 -7.63 -2.77 -0.100
C 0.56 -8.47 -2.75 -0.100
C -0.68 -7.97 -2.40 -0.096
C -0.83 -6.64 -2.06 -0.095
C 0.28 -5.79 -2.08 -0.098
H 2.38 -5.63 -2.45 0.100
H 2.64 -8.02 -3.04 0.099
H 0.67 -9.52 -3.01 0.099
H -1.55 -8.63 -2.39 0.099
H -1.80 -6.24 -1.78 0.098
H 0.16 -4.75 -1.82 0.087
```

Values from the calculation:
calculated total energy = -4626.88336 a.u.
HOMO energy = -0.3323 Ha
relative energy (zero: lowest compared OMol25 entry of this formula, charge and spin) = 45.75 kJ/mol
SMILES string = CCOB(O)[Si@@H](Br)CCCCOC=O.c1ccccc1.c1ccccc1.c1ccccc1.c1ccccc1.c1ccccc1
HOMO-LUMO gap = 9.32 eV
2S+1 = 1
LUMO = 0.3 eV

=====

What is the calculated total energy in the first record?
-5710.21108 a.u.